DFT (ωB97M-V/def2-TZVPD) results for a gas-phase ion, C7H10N (charge +1) in a non-equilibrium geometry.

Geometry as XYZ:
```
18
Properties=species:S:1:pos:R:3:forces:R:3:mulliken_charge:R:1
C -1.224326 -0.419749 -0.799405 1.4 -2.3 0.6 0.364
C -0.288356 -1.317447 -0.206111 -2.8 -0.7 1.0 -0.268
C -2.237836 0.536273 -0.589820 -2.7 1.3 0.5 -0.299
C 0.185680 1.287177 -0.443380 1.7 -0.9 1.0 -0.901
C 0.746328 -0.104722 0.176314 0.6 1.5 -2.3 1.134
C 1.204140 0.006763 1.514119 1.8 2.0 1.6 -1.570
C 1.102638 -1.211688 -0.727569 0.0 0.7 -2.8 -0.808
N -0.929013 0.796579 -1.126096 -0.2 0.4 -2.6 -0.071
H -2.994268 0.709015 -1.379269 0.0 -0.1 1.2 0.258
H -2.359688 0.828288 0.482950 -0.6 -0.2 -0.9 0.275
H -0.141968 2.054670 0.274423 0.0 -0.6 0.4 0.394
H 0.862002 1.863784 -1.081106 0.3 -0.6 -0.1 0.315
H 1.690871 0.997467 1.788829 -0.6 -1.0 -0.7 0.384
H 1.898122 -0.722565 1.798467 0.8 -1.3 0.6 0.406
H 0.323851 -0.041902 2.056277 -1.4 -0.1 2.0 0.434
H 1.160611 -1.011427 -1.867221 0.1 -0.4 2.1 0.242
H -0.661951 -2.194447 0.497773 1.0 2.2 -1.6 0.369
H 1.663163 -2.056069 -0.369175 0.7 0.2 0.1 0.342
```
Positions in Å, forces in eV/Å.

Calculated values
Energy relative to the best compared isomer or geometry (same formula, charge and spin), eV: 3.603
LUMO energy, eV: -4.93
Total energy, Ha: -327.0686
SMILES string: C[C@@]12C[C@@H]1C1=[N+](C1)C2
Total charge: +1
Frontier orbital gap, Ha: 0.360
Spin multiplicity: 1

DFT (ωB97M-V/def2-TZVPD) results for a single C7H10N2 molecule in a non-equilibrium geometry.

Geometry as XYZ:
```
19
Properties=species:S:1:pos:R:3:forces:R:3:mulliken_charge:R:1
C -2.449587 -0.600282 -0.048375 2.3 0.2 -0.3 -1.365
C -1.067081 0.076953 -0.122914 -0.6 -0.4 0.1 -0.033
C -0.418626 0.704677 -1.114973 -1.8 -0.7 -1.5 -0.527
C 0.876454 1.172114 -0.614498 1.2 -0.1 1.3 0.017
C -0.072746 0.107951 1.059570 -0.1 -0.4 -0.7 0.133
C 1.209264 -0.769034 0.737430 -0.8 0.1 1.0 -0.235
C 1.847841 -0.081427 -0.356338 -0.9 0.3 -0.9 -0.535
H -3.140242 -0.204245 -0.762630 -0.3 0.1 -0.6 0.360
H -2.859605 -0.432652 0.927379 -0.2 -0.1 0.6 0.331
H -2.258580 -1.663684 -0.211696 -0.5 -0.1 0.1 0.290
H -0.726254 0.801446 -2.176602 0.1 -0.1 0.9 0.332
H 1.329157 2.041015 -1.101945 0.0 -0.3 0.1 0.524
H -0.190989 2.149948 0.925816 0.7 -0.6 -0.3 0.318
H -0.461584 -0.044929 2.072517 0.0 0.1 -0.3 0.568
H 1.767127 -1.089588 1.602124 0.1 -0.4 0.0 0.453
H 1.934857 -2.115776 -0.664983 0.9 -0.8 0.2 0.246
H 2.919262 -0.028564 -0.434288 0.1 0.3 -0.1 0.430
N 0.536210 1.412928 0.832680 0.7 1.4 0.6 -0.723
N 1.225126 -1.436855 -0.548267 -0.8 1.5 -0.3 -0.582
```
Positions in Å, forces in eV/Å.

Calculated values
Energy relative to the best compared isomer or geometry (same formula, charge and spin), eV: 2.974
LUMO energy, eV: 1.13
Total energy, Ha: -382.1429
SMILES string: CC1=C[C@H]2N[C@@H]1[C@H]1N[C@H]12
Frontier orbital gap, Ha: 0.344
Spin multiplicity: 1

DFT (ωB97M-V/def2-TZVPD) results for a single C7H10N2 molecule in a non-equilibrium geometry.

Geometry as XYZ:
```
19
Properties=species:S:1:pos:R:3:forces:R:3:mulliken_charge:R:1
C 0.843607 1.081466 -2.066412 0.0 0.2 0.3 -1.146
C -2.183118 -1.570107 0.349538 0.4 -0.6 0.1 -1.309
C 0.856545 0.767217 1.172505 -2.2 -1.0 0.5 0.669
C 0.598508 0.253834 -0.851438 0.8 -0.6 0.0 0.096
C -0.821785 -0.943133 0.321098 -0.2 -0.3 0.9 0.774
N 2.141850 1.123108 1.439739 0.4 -0.1 -0.4 -0.475
C -0.349121 -0.305300 1.533227 0.7 0.3 -1.4 -0.506
C -0.084509 -0.912148 -0.876306 0.0 1.0 0.2 -0.628
N -0.228962 1.147741 1.737811 0.5 1.1 -0.3 -0.657
H 2.807168 0.930894 0.707799 0.0 -0.1 0.0 0.277
H 2.256522 2.036812 1.856729 -0.1 -0.1 0.1 0.255
H -0.578313 -0.831513 2.458636 0.0 0.0 -0.1 0.397
H -0.274206 -1.574318 -1.721993 -0.2 0.2 0.0 0.358
H 0.833743 0.492730 -2.992295 0.0 0.0 0.1 0.366
H 0.030125 1.812244 -2.142953 0.1 0.0 0.0 0.251
H 1.774854 1.648057 -2.007349 0.0 0.0 0.0 0.284
H -2.959666 -0.816200 0.188126 0.2 0.1 0.0 0.261
H -2.374314 -2.018483 1.325857 -0.1 0.0 0.0 0.357
H -2.288926 -2.322903 -0.432319 -0.1 -0.1 0.0 0.377
```
Positions in Å, forces in eV/Å.

Calculated values
Energy relative to the best compared isomer or geometry (same formula, charge and spin), eV: 5.985
LUMO energy (alpha / beta), eV: 0.03 / 0.03
Total energy, Ha: -382.0322
Frontier orbital gap (alpha / beta), Ha: 0.262 / 0.262
Spin multiplicity: 1

DFT (ωB97M-V/def2-TZVPD) results for a single C7H10N2O molecule in a non-equilibrium geometry.

Geometry as XYZ:
```
20
Properties=species:S:1:pos:R:3:forces:R:3:mulliken_charge:R:1
C 2.399782 1.306581 -0.124305 -0.9 -2.0 0.6 0.396
C 0.106819 -0.793576 -1.252715 -1.6 -0.1 2.4 -0.953
C -0.656545 0.548269 -1.099788 -0.8 -2.5 -0.5 -0.612
C -0.190125 -0.391996 1.048802 1.9 -1.0 2.8 -0.731
C -1.863436 1.274419 0.951052 1.7 -2.2 -0.8 -0.235
C 0.927981 -0.895278 0.121832 0.4 4.8 -2.0 -0.178
C 2.258265 -0.040000 0.113145 -0.1 -1.8 -0.1 -0.246
N 2.390263 2.448356 -0.323132 0.1 1.8 -0.4 -0.666
N -1.040733 0.511990 0.284480 -0.7 1.7 2.7 0.171
O 3.391536 -0.777163 0.655763 -5.2 -0.4 3.0 -0.553
H -0.597125 -1.610413 -1.449806 0.2 -0.1 0.3 0.344
H 0.728126 -0.677764 -2.044359 2.0 0.0 -2.4 0.487
H 0.140449 1.237627 -1.248758 0.0 1.6 -0.2 0.355
H -1.611762 0.580707 -1.647256 0.8 0.6 -0.5 0.346
H -0.699438 -1.350065 1.350730 -0.4 1.3 0.0 0.278
H 0.235592 0.155874 2.002838 -1.0 -1.1 -1.9 0.405
H -1.843338 1.143266 2.008787 -0.1 0.0 0.6 0.307
H -2.590857 1.885684 0.519832 -0.7 1.0 -1.0 0.289
H 1.195664 -1.853282 0.357237 0.7 -2.5 0.5 0.522
H 4.160462 -0.713145 0.219488 3.8 0.7 -3.0 0.274
```
Positions in Å, forces in eV/Å.

Calculated values
Energy relative to the best compared isomer or geometry (same formula, charge and spin), eV: 6.297
LUMO energy (alpha / beta), eV: -1.38 / -1.75
Total energy, Ha: -457.2774
Frontier orbital gap (alpha / beta), Ha: 0.152 / 0.122
Spin multiplicity: 1

DFT (ωB97M-V/def2-TZVPD) results for 3 unconnected molecules or ions with the total composition C7H10N2O2 in a non-equilibrium geometry.

Geometry as XYZ:
```
21
Properties=species:S:1:pos:R:3:forces:R:3:mulliken_charge:R:1
C 1.297309 1.344972 1.459221 1.7 0.3 0.6 -0.989
C 0.871277 0.577633 0.182719 -2.6 3.8 0.2 0.547
C 1.905169 -0.151525 -0.421985 6.4 -4.2 -4.6 0.278
C -1.987074 -1.661383 0.101025 1.6 -0.7 1.1 -0.346
C -2.595053 -0.499886 -0.273679 -1.0 2.5 -2.0 -0.566
C -1.536575 0.487453 -0.082034 -6.1 3.7 -2.7 0.837
C -1.874979 2.054939 -0.450350 -2.9 -7.0 -5.0 -1.306
H 0.176638 1.580734 1.850342 3.2 -0.5 0.4 0.298
H 2.327375 0.358888 2.024099 -3.5 3.5 -0.8 0.291
H 1.913120 2.616108 1.151283 -1.9 -4.5 1.0 0.255
H 0.614759 1.447544 -0.410341 0.0 -0.1 -0.8 0.113
H 1.105740 -1.705206 0.504867 -5.7 -1.3 2.6 0.514
H -2.420397 -2.622680 0.425052 0.5 0.5 -0.9 0.373
H -3.554987 -0.390238 -1.023997 2.4 0.0 2.8 0.186
H -3.063752 1.932942 -0.536418 2.7 0.8 0.3 0.279
H -1.609884 2.832912 0.082870 1.5 3.4 3.3 0.439
H -1.509564 2.203786 -1.532861 -0.5 -0.1 1.6 0.312
N -0.458274 -0.131887 0.210019 2.5 0.5 0.7 0.640
N -0.675957 -1.410168 0.358643 -0.2 -3.0 1.2 -1.138
O 1.864429 -1.487549 0.116149 7.4 4.1 -4.6 -0.429
O 2.820587 0.190846 -1.316779 -5.6 -1.7 5.6 -0.587
```
Positions in Å, forces in eV/Å.

Calculated values
Energy relative to the best compared isomer or geometry (same formula, charge and spin), eV: 7.924
LUMO energy, eV: 0.24
Total energy, Ha: -532.4658
Frontier orbital gap, Ha: 0.354
Spin multiplicity: 1

DFT (ωB97M-V/def2-TZVPD) results for a gas-phase ion, C7H10N2O2P (charge -1) in a non-equilibrium geometry.

Geometry as XYZ:
```
22
Properties=species:S:1:pos:R:3:forces:R:3:mulliken_charge:R:1
C 0.582183 -1.092504 -1.325148 -2.1 3.2 1.2 0.940
C 0.087153 0.024607 -0.583369 1.0 -3.7 -0.8 0.516
C -1.176615 -1.814259 -0.359528 -0.2 -0.4 0.7 0.309
C -2.179482 -2.862773 0.281865 0.6 1.3 0.2 0.304
C 1.486786 -0.859707 -2.420670 1.7 -0.4 -0.4 -1.370
C 0.520355 1.404217 -0.759261 -4.3 0.4 -1.1 -1.956
C -1.284689 0.059743 2.702273 -3.0 0.2 0.7 -0.874
N -0.239612 -2.129202 -1.215220 -0.4 -1.5 0.2 -0.738
N -1.008450 -0.497862 0.073821 -0.6 -0.6 -0.5 0.274
O -2.454563 -2.602753 1.477484 0.0 -0.1 0.1 -0.675
O -2.542781 -3.770384 -0.447094 -0.2 -0.6 -0.5 -0.683
P -2.093037 0.397525 1.062152 0.2 0.4 0.8 -0.213
H 1.384866 -1.537878 -3.265148 0.0 -0.1 0.2 0.358
H 1.298245 0.139687 -2.738890 0.1 0.8 -0.8 0.367
H 2.507673 -0.869566 -2.039600 0.5 -0.1 -0.4 0.273
H 0.152770 2.036605 0.017894 0.1 0.6 0.6 0.436
H 1.498660 1.525054 -0.976535 3.3 0.2 -0.2 0.476
H -0.008493 1.745234 -1.706255 0.4 0.1 0.8 0.271
H -0.352783 0.553849 2.898543 0.2 0.5 0.0 0.306
H -1.253289 -0.991061 2.908863 0.4 -0.8 -0.4 0.312
H -2.135634 0.362191 3.403944 1.3 0.2 -0.4 0.294
H -3.228213 -0.501916 1.167416 1.0 0.3 -0.1 0.073
```
Positions in Å, forces in eV/Å.

Calculated values
Energy relative to the best compared isomer or geometry (same formula, charge and spin), eV: 0.000
LUMO energy, eV: 3.39
Total energy, Ha: -874.1276
SMILES string: CPn1c(C(=O)[O-])nc(C)c1C
Total charge: -1
Frontier orbital gap, Ha: 0.276
Spin multiplicity: 1

DFT (ωB97M-V/def2-TZVPD) results for a molecular structure, C7H10N2O2S in a non-equilibrium geometry.

Geometry as XYZ:
```
22
Properties=species:S:1:pos:R:3:forces:R:3:mulliken_charge:R:1
C 1.577700 0.269150 1.834994 2.2 0.8 0.1 -0.435
C 1.178486 -1.019511 2.141497 0.5 -0.1 2.3 -0.405
C 1.294843 0.738759 0.584023 -1.1 0.0 0.1 -0.704
C 0.408985 -1.699035 1.258251 -1.1 -0.9 1.0 -0.329
C 0.542148 -0.089978 -0.281002 1.5 0.8 1.3 1.075
C -0.013695 -0.703651 -2.704947 -1.0 2.6 1.1 -1.200
C 0.209065 0.359729 -1.563646 -0.2 0.1 -3.3 0.723
N 0.066615 -1.269574 0.038914 0.2 -1.2 0.7 -0.352
N -2.234217 0.906367 1.287540 -1.6 3.0 -0.9 -0.546
O 0.817677 1.504634 -2.064024 -1.1 -0.6 0.9 -0.523
O -1.627148 0.743300 -1.177482 2.4 1.1 -1.8 -0.387
S -2.382486 -0.054132 -0.139174 -1.6 -1.1 1.5 0.160
H 2.307606 0.844134 2.457856 -1.1 -0.5 -0.2 0.338
H 1.355052 -1.482994 3.161564 -0.1 0.7 -1.5 0.292
H 1.454582 1.778104 0.321780 0.5 -0.2 0.1 0.152
H -0.048043 -2.570830 1.746476 0.0 -0.2 -1.2 0.306
H -0.669548 -1.424862 -2.251106 -0.3 -0.4 -0.2 0.310
H 0.850190 -1.199735 -3.139405 0.3 0.4 0.2 0.316
H -0.564939 -0.046983 -3.413636 0.3 -1.0 -0.1 0.347
H -2.896236 1.786901 1.141271 1.8 -2.3 0.5 0.267
H -2.589059 0.459350 2.118638 0.1 -0.5 0.1 0.247
H 0.962423 2.170855 -1.358382 -0.3 -0.7 -0.6 0.348
```
Positions in Å, forces in eV/Å.

Calculated values
Energy relative to the best compared isomer or geometry (same formula, charge and spin), eV: 3.454
LUMO energy (alpha / beta), eV: 0.37 / 0.37
Total energy, Ha: -930.8120
Frontier orbital gap (alpha / beta), Ha: 0.271 / 0.271
Spin multiplicity: 1

DFT (ωB97M-V/def2-TZVPD) results for a gas-phase ion, C7H10N3O (charge +1) in a non-equilibrium geometry.

Geometry as XYZ:
```
21
Properties=species:S:1:pos:R:3:forces:R:3:mulliken_charge:R:1
C -1.700562 -0.320973 -0.191762 1.8 0.3 0.3 -0.328
C -1.472301 1.041795 -0.094072 1.9 -2.3 -1.1 0.767
C -0.171006 1.272251 -0.625130 1.1 2.0 0.1 -0.718
C 1.694624 -0.213546 -1.347509 1.2 3.2 -1.0 -0.874
C 3.480305 0.675183 0.031435 2.0 1.6 -1.3 0.773
C -2.328116 2.040213 0.463606 -2.7 1.6 -0.5 -1.172
C 2.024463 -0.897341 1.015199 0.3 -1.0 2.3 -0.736
N 0.348303 0.127421 -1.013896 -1.5 -2.0 -0.2 0.354
N -0.583955 -0.939091 -0.693335 0.9 0.7 0.1 -0.177
N 2.562082 -0.179454 -0.090094 1.0 0.0 -1.3 0.089
O 4.353227 1.432998 -0.055981 -2.2 -1.8 0.7 -0.201
H -2.386136 -0.952757 0.329458 -0.9 -0.2 -0.3 0.398
H 1.897509 -1.163283 -1.768604 -0.6 -1.2 -0.2 0.344
H 2.223280 0.537151 -2.062915 -1.5 -1.0 1.2 0.434
H -2.152794 3.053162 -0.060085 -1.1 -1.7 0.2 0.309
H -3.386175 1.565604 0.556262 1.4 1.6 -0.7 0.289
H -2.124986 2.351480 1.448744 0.7 -0.2 1.6 0.288
H 1.122209 -0.356870 1.110141 -1.4 0.0 1.2 0.363
H 2.688017 -0.744451 1.879085 -0.5 -0.1 -0.1 0.353
H 1.834117 -1.997096 0.931979 0.5 1.0 -0.7 0.255
H -0.514182 -1.808394 -1.181859 -0.3 -0.4 -0.3 0.191
```
Positions in Å, forces in eV/Å.

Calculated values
Energy relative to the best compared isomer or geometry (same formula, charge and spin), eV: 5.771
LUMO energy, eV: -5.12
Total energy, Ha: -511.8144
Total charge: +1
Frontier orbital gap, Ha: 0.252
Spin multiplicity: 1

What is the formula in the sixth record?
C7H10N2O2P